## P
# C6H14O

An isolated molecule of C6H14O (ωB97M-V/def2-TZVPD, OMol25).

- HOMO level (eV) = -10.340
- SMILES string = CC(C)CCCO

Atoms and positions in Å:
C  -1.5518  -1.4874  0.1466
O  -2.7082  -0.6520  0.1059
C  -0.7079  -1.1186  -1.0462
C  -0.0776  0.3008  -1.0732
C  0.5678  0.6447  0.2877
C  1.0062  2.1385  0.3282
C  1.6631  -0.3020  0.7660
H  -0.9979  -1.2972  1.0723
H  -1.8266  -2.5477  0.1175
H  -3.0373  -0.3938  0.9621
H  0.1251  -1.8182  -1.0761
H  -1.3765  -1.1684  -1.9110
H  -0.8334  1.0373  -1.3513
H  0.6884  0.3690  -1.8545
H  -0.2759  0.6068  0.9742
H  1.8930  2.2387  0.9546
H  1.3157  2.4468  -0.6734
H  0.2011  2.7946  0.6535
H  1.3673  -0.8102  1.6876
H  1.9212  -1.1632  0.1304
H  2.6440  0.1813  0.7992

Here are the Löwdin charges for atoms 1 to 8, given in e:
1. C -0.271
2. O -0.063
3. C -0.187
4. C -0.178
5. C -0.428
6. C -0.069
7. C -0.074
8. H 0.102

## Q
# C6H14O

A cluster of 2 separate species, C6H14O in total (ωB97M-V/def2-TZVPD, OMol25).

- HOMO level (eV) = -9.793
- SMILES string = C=CCCCC.O

Atoms and positions in Å:
C  -1.0583  1.7887  0.2943
C  -0.9743  0.8479  -0.8980
C  -1.4848  -0.5902  -0.6986
C  -1.0721  -1.1722  0.6526
C  1.3756  -1.4216  -0.0540
C  0.3972  -1.4007  0.8405
H  -0.4459  1.4302  1.1289
H  -2.0751  1.9152  0.6460
H  -0.4937  2.6740  0.0722
H  -1.4187  1.2524  -1.8059
H  0.0922  0.7291  -1.1030
H  -1.0480  -1.2468  -1.4531
H  -2.5757  -0.6876  -0.6980
H  -1.5970  -2.1009  0.8881
H  -1.3919  -0.5708  1.5118
H  1.3390  -1.0805  -1.0824
H  2.2469  -2.0408  0.0936
H  0.6752  -1.8402  1.7987
H  3.7393  1.3970  -0.5319
H  2.6595  0.6305  0.2015
O  3.1105  1.4873  0.1970

Here are the Löwdin charges for atoms 1 to 8, given in e:
1. C -0.105
2. C -0.254
3. C -0.208
4. C -0.231
5. C -0.034
6. C -0.167
7. H 0.068
8. H 0.076

Stability verdict: P, ahead by 0.501 eV

## P
# C6H14O

A cluster of 2 separate species, C6H14O in total (ωB97M-V/def2-TZVPD, OMol25).

- HOMO level (eV) = -9.479
- SMILES string = C=C(C)C.CCO

Atoms and positions in Å:
C  0.6585  -1.3736  1.7314
C  -0.5485  -1.5076  1.1673
C  -0.8738  -2.6420  0.2334
C  -1.6658  -0.5335  1.4270
H  0.8782  -0.5410  2.4095
H  1.4610  -2.0928  1.5310
H  -0.0023  -3.3047  0.1000
H  -1.1693  -2.2464  -0.7529
H  -1.7095  -3.2370  0.6385
H  -1.9878  -0.0670  0.4809
H  -2.5281  -1.0576  1.8723
H  -1.3419  0.2620  2.1191
O  0.8409  0.5356  -1.9986
C  0.6222  2.7678  -1.0066
C  1.3987  1.8491  -1.9332
H  0.8671  0.1577  -1.0948
H  -0.4318  2.8272  -1.3263
H  1.0532  3.7829  -1.0251
H  0.6549  2.3905  0.0293
H  1.3620  2.2274  -2.9729
H  2.4622  1.8031  -1.6292

Here are the Löwdin charges for atoms 1 to 8, given in e:
1. C 0.018
2. C -0.451
3. C -0.079
4. C -0.081
5. H 0.060
6. H 0.061
7. H 0.078
8. H 0.084

## Q
# C6H14O

An isolated molecule of C6H14O (ωB97M-V/def2-TZVPD, OMol25).

- HOMO level (eV) = -9.963
- SMILES string = CCCCCCO

Atoms and positions in Å:
C  1.1441  2.9336  -1.2134
C  0.5962  1.5288  -1.4585
C  0.0994  0.8556  -0.1807
C  -0.4699  -0.5477  -0.4000
C  -0.9031  -1.1669  0.9339
C  -0.9096  -2.6651  1.1144
O  0.3107  -2.8380  2.0444
H  1.5003  3.3934  -2.1418
H  1.9805  2.9127  -0.5038
H  0.3712  3.5888  -0.7942
H  -0.2262  1.5757  -2.1857
H  1.3769  0.9060  -1.9172
H  0.9198  0.7894  0.5462
H  -0.6696  1.4885  0.2873
H  0.3050  -1.1814  -0.8537
H  -1.2764  -0.4793  -1.1484
H  -0.0264  -1.2656  1.6740
H  -1.7639  -0.6459  1.3798
H  -1.7907  -3.0829  1.6053
H  -0.6368  -3.2397  0.2257
H  0.0686  -2.8600  2.9864

Here are the Löwdin charges for atoms 1 to 8, given in e:
1. C -0.125
2. C -0.284
3. C -0.249
4. C -0.220
5. C -0.212
6. C -0.176
7. O -0.150
8. H 0.067

## R
# C6H14O

A cluster of 2 separate species, C6H14O in total (ωB97M-V/def2-TZVPD, OMol25).

- HOMO level (eV) = -9.374
- SMILES string = C=CCCCC.O

Atoms and positions in Å:
C  -1.0611  -0.8594  1.3687
C  -1.4443  -0.5059  -0.1588
C  -0.3489  -0.8053  -1.2219
C  0.8325  0.1554  -1.4302
C  0.8842  2.6926  -1.0751
C  0.2744  1.5903  -1.6461
H  -0.0666  -0.9211  1.8754
H  -1.4934  -1.8618  1.5983
H  -1.4979  -0.2500  2.1203
H  -2.3909  -0.9992  -0.3535
H  -1.7206  0.5007  -0.3991
H  -0.9663  -0.9080  -2.2146
H  0.1190  -1.7698  -1.1749
H  1.1886  -0.0654  -2.4434
H  1.6291  0.2554  -0.7376
H  1.9923  2.6670  -0.7021
H  0.4570  3.6158  -1.2335
H  -0.6722  1.5197  -2.2228
H  1.5665  -0.7087  3.6996
H  1.5261  -1.7305  2.7538
O  1.1926  -1.6119  3.5977

Here are the Löwdin charges for atoms 1 to 8, given in e:
1. C -0.080
2. C -0.208
3. C -0.238
4. C -0.217
5. C -0.006
6. C -0.176
7. H 0.034
8. H 0.074

Stability verdict: P, ahead by 0.547 eV

## P
# C6H14O

A cluster of 2 separate species, C6H14O in total (ωB97M-V/def2-TZVPD, OMol25).

- HOMO level (eV) = -9.293
- SMILES string = C=CCCCO.C

Atoms and positions in Å:
C  1.3077  1.2305  2.6891
C  0.2496  2.2864  0.3038
C  0.3634  1.2694  -0.5431
C  -0.6959  0.2137  -0.7101
C  -0.1642  -1.1923  -0.9921
C  -1.2957  -2.1491  -1.3295
O  -0.7391  -3.4147  -1.6246
H  1.0112  2.2404  2.9982
H  2.3701  1.0952  2.8791
H  0.7087  0.4990  3.2306
H  -0.6083  2.3702  0.9715
H  1.0458  3.0083  0.4701
H  1.2740  1.1639  -1.1351
H  1.1406  1.0776  1.6238
H  -1.3519  0.5155  -1.5389
H  -1.3274  0.1920  0.1890
H  0.5366  -1.1719  -1.8362
H  0.3875  -1.5843  -0.1286
H  -1.9970  -2.2091  -0.4796
H  -1.8596  -1.7518  -2.1902
H  -1.4607  -4.0101  -1.8581

Here are the Löwdin charges for atoms 1 to 8, given in e:
1. C -0.054
2. C -0.063
3. C -0.201
4. C -0.219
5. C -0.202
6. C -0.298
7. O -0.069
8. H 0.031

## Q
# C6H14O

A cluster of 2 separate species, C6H14O in total (ωB97M-V/def2-TZVPD, OMol25).

- HOMO level (eV) = -9.332
- SMILES string = C=C(C)CCC.O

Atoms and positions in Å:
C  -0.2398  2.3542  -0.9426
C  0.8387  1.5893  -0.1869
C  0.2347  0.5514  0.7484
C  -0.4135  -0.5994  0.0282
C  -1.7028  -0.9135  0.0873
C  0.4901  -1.2661  -1.0197
H  0.1006  2.8620  -1.8472
H  -0.7857  3.0932  -0.3429
H  -1.1351  1.8273  -1.3096
H  1.5195  1.1637  -0.9181
H  1.4186  2.3285  0.3717
H  0.9785  0.1589  1.4550
H  -0.4884  0.9708  1.4605
H  -2.0825  -1.8268  -0.3455
H  -2.3254  -0.2770  0.7059
H  0.3211  -0.7420  -1.9601
H  1.5453  -1.3172  -0.7615
H  0.1461  -2.2893  -1.1842
H  -0.1722  -2.4681  2.3337
H  1.2106  -2.2637  1.7526
O  0.5416  -2.9360  1.8750

Here are the Löwdin charges for atoms 1 to 8, given in e:
1. C -0.120
2. C -0.248
3. C -0.202
4. C -0.402
5. C 0.033
6. C -0.067
7. H 0.068
8. H 0.072

## R
# C6H14O

A structure of composition C6H14O (ωB97M-V/def2-TZVPD, OMol25).

- HOMO level (eV) = -9.279

Atoms and positions in Å:
C  1.1693  2.3038  -0.3577
C  0.3889  1.1155  0.2237
C  0.7667  0.5328  1.5935
C  0.3266  -0.0977  -0.6986
C  -0.9610  -0.8901  -0.4054
C  -1.0554  -2.2373  -1.1237
O  -1.5606  -0.8524  1.3644
H  1.2566  3.1068  0.3833
H  0.6412  2.7295  -1.2265
H  2.1817  2.0404  -0.6866
H  -0.6482  1.4633  0.3310
H  0.9486  1.3280  2.3331
H  1.7118  -0.0461  1.5163
H  -0.2004  -0.1539  1.8405
H  1.2374  -0.7096  -0.5896
H  0.3416  0.2156  -1.7655
H  -1.8309  -0.2784  -0.4861
H  -0.4321  -2.9969  -0.6444
H  -0.6933  -2.1922  -2.1714
H  -2.0863  -2.5929  -1.1689
H  -1.6101  -1.7537  1.6895

Here are the Löwdin charges for atoms 1 to 8, given in e:
1. C -0.080
2. C -0.458
3. C -0.099
4. C -0.177
5. C -0.144
6. C -0.068
7. O -0.181
8. H 0.072

Stability verdict: Q, ahead by 0.562 eV

## P
# C6H14O

A cluster of 2 separate species, C6H14O in total (ωB97M-V/def2-TZVPD, OMol25).

- HOMO level (eV) = -8.802
- SMILES string = C/C=C/CCC.O

Atoms and positions in Å:
C  -0.6101  -0.2257  -2.3583
C  0.7627  0.0842  -1.6996
C  0.6524  0.1359  -0.1988
C  -0.4481  1.0375  0.3766
C  -0.8105  0.9225  1.6266
C  -1.8768  1.2974  2.5524
H  -0.7195  0.1576  -3.3680
H  -1.3810  -0.1685  -1.6510
H  -0.6094  -1.2621  -2.6925
H  1.1321  1.1334  -1.9641
H  1.4509  -0.6732  -2.0723
H  1.6535  0.5262  0.3429
H  0.5273  -0.9518  0.3231
H  -0.8895  1.6215  -0.4720
H  0.0037  0.3461  2.1974
H  -2.6112  0.5427  2.5721
H  -2.3957  2.2161  2.1765
H  -1.4249  1.5689  3.4817
H  3.0189  -2.6820  0.8391
H  2.3391  -2.7476  -0.4718
O  2.2363  -2.8794  0.4599

Here are the Löwdin charges for atoms 1 to 8, given in e:
1. C -0.106
2. C -0.275
3. C -0.273
4. C -0.159
5. C -0.218
6. C -0.107
7. H 0.070
8. H 0.042

## Q
# C6H14O

An isolated molecule of C6H14O (ωB97M-V/def2-TZVPD, OMol25).

- HOMO level (eV) = -10.219
- SMILES string = CC(C)C[C@@H](C)O

Atoms and positions in Å:
C  -1.7297  -0.4904  -1.2203
C  -1.1186  -0.3392  0.1745
C  -2.1445  0.2377  1.1499
C  0.1514  0.5272  0.1521
C  1.4231  -0.2389  -0.1924
C  2.6477  0.6702  -0.1947
O  1.5588  -1.2538  0.7959
H  -2.5936  -1.1652  -1.2007
H  -1.0103  -0.8916  -1.9442
H  -2.0781  0.4808  -1.5969
H  -0.8244  -1.3316  0.5378
H  -3.0511  -0.3775  1.1846
H  -2.4403  1.2529  0.8536
H  -1.7317  0.2907  2.1637
H  0.3086  0.9779  1.1414
H  0.0288  1.3559  -0.5604
H  1.3127  -0.7022  -1.1885
H  2.7626  1.1374  0.7897
H  2.5574  1.4593  -0.9493
H  3.5611  0.1022  -0.4107
H  2.3540  -1.7614  0.5935

Here are the Löwdin charges for atoms 1 to 8, given in e:
1. C -0.082
2. C -0.436
3. C -0.087
4. C -0.153
5. C -0.456
6. C -0.057
7. O -0.044
8. H 0.076

Stability verdict: Q, ahead by 2.473 eV

## P
# C3H2Cl2F2O

An isolated molecule of C3H2Cl2F2O (ωB97M-V/def2-TZVPD, OMol25).

- HOMO level (eV) = -10.872
- SMILES string = O=CC(Cl)(Cl)C(F)F

Atoms and positions in Å:
C  -1.1304  0.0976  -0.4470
C  0.2299  0.3542  0.3969
C  1.3425  -0.5743  -0.0366
H  -0.9596  0.2194  -1.4791
H  2.3887  -0.3276  0.3830
O  1.0036  -1.5699  -0.7701
F  -2.0560  0.9190  0.0070
F  -1.5716  -1.1535  -0.1484
Cl  0.9629  1.9535  0.0104
Cl  -0.2100  0.0816  2.0839

Here are the Löwdin charges for atoms 1 to 8, given in e:
1. C -0.457
2. C -1.081
3. C -0.284
4. H 0.144
5. H 0.142
6. O 0.022
7. F 0.072
8. F 0.051

## Q
# C3H2Cl2F2O

An isolated molecule of C3H2Cl2F2O (ωB97M-V/def2-TZVPD, OMol25).

- HOMO level (eV) = -9.750
- SMILES string = O[C@@H]1[C@](F)(Cl)[C@]1(F)Cl

Atoms and positions in Å:
C  -0.1642  0.2082  0.8060
C  0.7782  0.2495  -0.4708
C  -0.6793  0.3793  -0.6815
H  -0.6013  -1.6408  1.0596
H  0.3418  1.1780  1.4472
O  -0.4765  -0.8303  1.5221
F  1.6832  1.2143  -0.5422
F  -1.1159  1.5639  -1.0890
Cl  1.6572  -1.2182  -0.9229
Cl  -1.4231  -1.1039  -1.1285

Here are the Löwdin charges for atoms 1 to 8, given in e:
1. C -0.318
2. C -0.810
3. C -0.796
4. H 0.058
5. H 0.239
6. O 0.014
7. F 0.034
8. F 0.082

Stability verdict: P, ahead by 1.799 eV